100
Properties=species:S:1:pos:R:3:lowdin_spin:R:1 method="wB97M-V/def2-TZVPD" multiplicity=2 s_squared=0.754 homo_energy_ha=-0.4098 largest_force_ev_per_a=4.124 total_charge=+1 e_above_lowest_ev=4.690
Ag 0.054 -3.128 -5.819 0.0000
C -1.031 -0.086 0.216 0.0562
O -0.905 1.285 -0.417 0.0316
O -1.288 -0.905 -0.928 0.8632
C 0.275 -0.303 1.105 0.0091
F 0.843 -1.461 0.812 0.0011
F 1.242 0.549 1.059 0.0023
F -0.021 -0.310 2.390 0.0001
C -1.383 2.383 0.371 0.0028
C -0.587 3.637 -0.009 0.0021
H -0.520 3.840 -1.078 0.0001
H -0.970 4.509 0.520 0.0006
H 0.454 3.532 0.296 0.0000
H -1.392 2.154 1.437 0.0009
H -2.461 2.531 0.315 -0.0002
H -1.852 -0.091 0.933 0.0300
C 6.538 4.235 3.220 0.0000
O 7.618 4.969 3.860 0.0000
H 5.792 4.842 2.709 0.0000
H 6.846 3.465 2.512 0.0000
H 5.900 3.726 3.942 0.0000
H 7.184 5.493 4.537 0.0000
C -1.469 -4.539 8.876 0.0000
O -1.768 -3.367 9.541 0.0000
H -2.355 -5.159 8.740 0.0000
H -0.956 -4.385 7.926 0.0000
H -0.788 -5.185 9.430 0.0000
H -2.548 -2.938 9.181 0.0000
C 4.033 0.026 9.643 0.0000
O 3.076 0.254 10.602 0.0000
H 3.542 0.242 8.694 0.0000
H 4.962 0.587 9.745 0.0000
H 4.339 -1.016 9.739 0.0000
H 2.275 -0.222 10.374 0.0000
C -6.164 -8.182 -0.217 0.0000
O -5.785 -6.843 0.102 0.0000
H -5.326 -8.739 -0.636 0.0000
H -6.377 -8.636 0.750 0.0000
H -7.036 -8.220 -0.870 0.0000
H -5.072 -6.512 -0.449 0.0000
C 2.985 2.023 -4.798 0.0000
O 1.785 1.373 -5.026 0.0000
H 2.834 3.028 -4.402 0.0000
H 3.611 1.467 -4.101 0.0000
H 3.523 2.018 -5.745 0.0000
H 1.303 1.485 -4.203 0.0000
C -4.487 -3.604 -8.955 0.0000
O -4.147 -2.907 -7.762 0.0000
H -5.434 -3.282 -9.389 0.0000
H -3.715 -3.544 -9.722 0.0000
H -4.572 -4.672 -8.756 0.0000
H -4.926 -2.813 -7.209 0.0000
C 4.896 -8.399 3.938 0.0000
O 5.047 -9.735 3.728 0.0000
H 5.811 -7.880 3.653 0.0000
H 4.010 -8.139 3.358 0.0000
H 4.656 -8.122 4.965 0.0000
H 5.455 -9.844 2.865 0.0000
C 5.310 -5.048 -5.680 0.0000
O 4.422 -4.311 -4.795 0.0000
H 6.069 -4.456 -6.193 0.0000
H 5.863 -5.802 -5.119 0.0000
H 4.697 -5.552 -6.427 0.0000
H 4.959 -4.146 -4.017 0.0000
C -8.189 0.023 3.317 0.0000
O -7.976 -1.053 2.524 0.0000
H -8.785 0.820 2.873 0.0000
H -8.785 -0.352 4.149 0.0000
H -7.196 0.408 3.550 0.0000
H -7.243 -1.636 2.735 0.0000
C -9.058 -4.288 -4.186 0.0000
O -8.292 -3.285 -3.709 0.0000
H -8.458 -5.043 -4.693 0.0000
H -9.826 -4.683 -3.521 0.0000
H -9.676 -3.801 -4.940 0.0000
H -7.911 -3.626 -2.896 0.0000
C 5.470 9.997 -2.162 0.0000
O 5.666 9.275 -3.378 0.0000
H 4.570 9.620 -1.676 0.0000
H 6.230 9.924 -1.384 0.0000
H 5.459 11.076 -2.318 0.0000
H 6.555 9.401 -3.716 0.0000
C -5.687 4.407 -6.101 0.0000
O -5.077 5.638 -6.233 0.0000
H -5.361 3.929 -5.177 0.0000
H -6.773 4.475 -6.163 0.0000
H -5.363 3.862 -6.987 0.0000
H -5.279 6.163 -5.455 0.0000
C -1.611 11.987 1.565 0.0000
O -2.302 12.608 2.592 0.0000
H -0.736 11.483 1.974 0.0000
H -2.148 11.345 0.866 0.0000
H -1.216 12.832 1.001 0.0000
H -3.127 12.120 2.636 0.0000
C 9.571 -2.649 0.234 0.0000
O 8.384 -1.944 -0.220 0.0000
H 10.283 -2.695 -0.591 0.0000
H 9.981 -2.076 1.065 0.0000
H 9.357 -3.633 0.652 0.0000
H 7.672 -1.796 0.407 0.0000

59
Properties=species:S:1:pos:R:3:lowdin_spin:R:1 method="wB97M-V/def2-TZVPD" multiplicity=2 s_squared=0.763 homo_energy_ha="-0.0307 / -0.0322" largest_force_ev_per_a=4.811 total_charge=-1
Ce 0.257 -0.007 0.467 1.0262
Cl 2.272 -0.057 -1.015 -0.0034
N 0.124 2.373 0.637 -0.0041
N 0.047 -2.378 0.658 -0.0001
C -0.281 3.104 -0.436 -0.0073
C -0.349 -3.108 -0.421 0.0043
C 1.211 3.168 1.384 0.0001
C 1.563 4.230 0.367 -0.0001
C 2.412 2.294 1.749 0.0008
C 0.524 3.617 2.650 -0.0002
H 2.852 1.815 0.872 0.0002
H 2.158 1.504 2.457 0.0006
H 3.181 2.877 2.261 0.0001
H -0.381 4.167 2.392 0.0000
H 1.157 4.213 3.311 -0.0001
H 0.218 2.727 3.199 0.0000
C 1.095 -3.192 1.438 0.0004
C 1.442 -4.277 0.443 0.0001
C 0.368 -3.605 2.694 0.0002
C 2.313 -2.348 1.816 0.0017
H 2.774 -1.878 0.945 0.0003
H 3.063 -2.952 2.332 0.0001
H 2.074 -1.558 2.527 0.0009
H -0.546 -4.132 2.421 0.0001
H 0.073 -2.700 3.225 0.0000
H 0.969 -4.208 3.376 0.0000
O 0.340 -4.213 -0.633 0.0015
H 1.510 -5.302 0.815 0.0000
H 2.396 -4.108 -0.071 0.0000
O 0.430 4.188 -0.677 -0.0030
H 2.496 4.020 -0.172 -0.0001
H 1.675 5.258 0.718 0.0000
C -1.451 2.611 -1.269 -0.0051
C -1.483 -2.593 -1.291 0.0034
C -1.502 -1.219 -1.997 0.0028
H -2.345 -2.554 -0.596 0.0017
H -1.716 -3.430 -1.946 0.0001
C -1.642 0.012 -1.125 -0.0150
C -1.492 1.246 -1.989 -0.0062
H -1.737 0.020 0.079 0.0015
C -1.614 1.226 -3.400 0.0015
C -1.674 0.024 -4.128 -0.0017
C -1.818 2.507 -4.187 -0.0001
C -1.622 -1.184 -3.411 -0.0032
H -1.898 0.031 -5.210 -0.0002
C -1.835 -2.455 -4.213 -0.0002
H -1.980 -2.313 -5.288 -0.0001
H -2.737 -2.967 -3.879 -0.0002
H -1.039 -3.192 -4.113 -0.0001
H -2.719 3.020 -3.851 0.0001
H -1.959 2.379 -5.264 0.0000
H -1.019 3.240 -4.074 0.0000
H -1.715 3.458 -1.899 -0.0001
H -2.283 2.561 -0.539 -0.0030
O -0.774 -1.145 4.879 -0.0001
Cl -0.039 0.018 4.422 0.0005
O -0.602 1.234 4.918 -0.0001
O 1.345 -0.100 4.788 0.0003
O -0.088 0.030 2.855 0.0040

85
Properties=species:S:1:pos:R:3:lowdin_spin:R:1 method="wB97M-V/def2-TZVPD" multiplicity=3 s_squared=2.018 homo_energy_ha="-0.2820 / -0.2802" largest_force_ev_per_a=1.265 total_charge=0
Au 0.585 0.167 -0.262 0.6037
C -1.221 3.979 1.026 0.0052
C -0.489 2.866 0.342 0.0051
N -0.143 1.791 0.960 0.1721
N -0.319 1.527 2.237 0.0311
C -0.059 0.256 2.568 0.0163
O 0.221 -0.669 1.751 0.0801
C -0.166 -0.091 4.003 0.0040
C -0.601 0.824 4.959 0.0022
C -0.674 0.449 6.290 0.0001
C -0.313 -0.835 6.676 0.0008
C 0.107 -1.755 5.725 -0.0001
C 0.179 -1.385 4.393 0.0009
C -0.131 2.951 -1.076 0.0078
C -0.307 4.103 -1.836 0.0008
C 0.065 4.098 -3.170 -0.0029
C 0.637 2.964 -3.723 0.0008
C 0.790 1.851 -2.912 0.0060
N 0.385 1.850 -1.652 0.0975
H -1.401 3.704 2.061 0.0009
H -2.177 4.162 0.531 0.0003
H -0.640 4.903 1.001 -0.0004
H -0.880 1.821 4.648 0.0006
H -1.011 1.161 7.032 0.0001
H -0.356 -1.117 7.721 0.0001
H 0.383 -2.759 6.018 0.0000
H 0.508 -2.082 3.636 0.0002
H -0.725 4.991 -1.386 0.0007
H -0.093 4.981 -3.777 -0.0002
H 0.951 2.935 -4.756 0.0004
H 1.231 0.928 -3.270 0.0016
C -3.737 -1.835 -0.242 -0.0007
P -1.961 -1.193 -0.327 -0.0015
C -2.135 -0.311 -1.929 -0.0008
C -1.775 -0.786 -3.186 -0.0002
C -2.061 -0.039 -4.320 0.0001
C -2.702 1.185 -4.210 -0.0003
C -3.056 1.670 -2.959 0.0000
C -2.771 0.926 -1.825 -0.0006
C -0.951 -2.709 -0.496 0.0028
C -1.235 -3.779 0.353 -0.0005
C -0.384 -4.863 0.461 0.0030
C 0.796 -4.887 -0.267 -0.0002
C 1.140 -3.813 -1.064 0.0061
C 0.296 -2.712 -1.137 0.0025
P -4.672 -2.252 -1.817 -0.0002
C -6.209 -2.963 -1.096 -0.0001
C -6.712 -2.632 0.158 0.0000
C -7.933 -3.138 0.587 0.0000
C -8.676 -3.968 -0.237 0.0000
C -8.193 -4.289 -1.499 0.0000
C -6.976 -3.787 -1.925 0.0000
C -3.940 -3.836 -2.402 0.0000
C -3.856 -4.969 -1.598 0.0000
C -3.288 -6.133 -2.087 0.0000
C -2.811 -6.184 -3.390 0.0000
C -2.942 -5.080 -4.216 0.0000
C -3.514 -3.914 -3.724 0.0000
H -4.284 -0.980 0.164 0.0000
H -3.801 -2.639 0.491 0.0000
H -1.271 -1.735 -3.275 0.0001
H -1.795 -0.425 -5.297 0.0000
H -2.927 1.762 -5.099 0.0000
H -3.564 2.623 -2.870 0.0000
H -3.053 1.297 -0.843 0.0000
H -2.125 -3.754 0.967 0.0000
H -0.632 -5.678 1.129 0.0002
H 1.481 -5.720 -0.170 -0.0001
H 2.094 -3.777 -1.576 0.0019
H 1.686 -1.613 -2.069 0.0067
H -6.154 -1.977 0.816 0.0000
H -8.306 -2.880 1.570 0.0000
H -9.628 -4.358 0.098 0.0000
H -8.771 -4.931 -2.153 0.0000
H -6.605 -4.042 -2.912 0.0000
H -4.250 -4.945 -0.589 0.0000
H -3.209 -7.004 -1.449 0.0000
H -2.348 -7.089 -3.762 0.0000
H -2.601 -5.125 -5.243 0.0000
H -3.640 -3.054 -4.371 0.0000
O 3.136 -1.512 -2.303 0.1344
Se 3.789 -0.851 -0.924 0.2533
O 2.831 0.462 -0.548 0.1891
O 0.687 -1.571 -1.799 0.0570
O 3.729 -1.960 0.251 0.3120

81
Properties=species:S:1:pos:R:3:lowdin_charge:R:1 method="wB97M-V/def2-TZVPD" homo_energy_ha=-0.4915 largest_force_ev_per_a=0.732 total_charge=+2 e_above_lowest_ev=0.866
Rh 0.077 -0.196 -0.002 0.7222
C 0.490 0.943 3.524 -0.2329
As 0.052 -0.540 2.376 1.1192
C 1.084 -2.030 3.061 -0.2311
C -1.744 -1.073 2.842 -0.4143
C -2.226 -1.004 4.143 -0.0731
C -3.483 -1.514 4.441 -0.0331
C -4.249 -2.109 3.449 -0.0315
C -3.773 -2.175 2.147 -0.0786
C -2.525 -1.647 1.842 -0.4369
As -1.863 -1.589 0.030 1.1344
C -1.365 -3.394 -0.435 -0.2215
C -3.405 -1.239 -1.084 -0.2204
H 0.478 0.611 4.561 0.0452
H -0.230 1.746 3.381 0.0334
H 1.487 1.302 3.273 0.0437
H 0.633 -2.366 3.993 0.0486
H 2.111 -1.733 3.254 0.0309
H 1.076 -2.842 2.335 0.0387
H -1.631 -0.563 4.933 0.1107
H -3.863 -1.451 5.452 0.1238
H -5.221 -2.518 3.687 0.1246
H -4.388 -2.637 1.383 0.1101
H -2.255 -4.020 -0.364 0.0542
H -0.607 -3.758 0.255 0.0366
H -0.978 -3.417 -1.453 0.0452
H -4.295 -1.618 -0.585 0.0468
H -3.278 -1.764 -2.029 0.0497
H -3.519 -0.173 -1.268 0.0125
C -0.778 0.121 -3.159 -0.1492
N 0.238 -0.054 -2.103 -0.0814
C 1.465 -0.161 -2.492 -0.0610
C 2.471 -0.377 -1.517 -0.3200
C 3.845 -0.437 -1.569 0.0195
C 4.291 -0.635 -0.240 -0.0397
C 3.172 -0.693 0.552 -0.1375
N 2.036 -0.528 -0.202 -0.1336
C -1.099 1.562 -3.459 -0.2181
C -0.442 2.219 -4.493 -0.0309
C -0.743 3.541 -4.792 -0.0535
C -1.722 4.208 -4.072 -0.0567
C -2.400 3.550 -3.054 -0.0550
C -2.083 2.238 -2.746 -0.0482
H -1.678 -0.412 -2.866 0.0820
H -0.398 -0.362 -4.061 0.1264
H 1.720 -0.103 -3.547 0.1492
H 4.461 -0.341 -2.449 0.1254
H 5.312 -0.725 0.091 0.1139
H 3.125 -0.842 1.616 0.0826
H 0.301 1.693 -5.081 0.1155
H -0.230 4.040 -5.602 0.1150
H -1.978 5.230 -4.316 0.1088
H -3.194 4.057 -2.524 0.0878
H -2.634 1.717 -1.973 0.0835
C -3.342 1.378 1.000 0.0087
C -2.066 2.101 0.758 -0.3249
N -0.934 1.592 0.305 -0.0590
C -0.025 2.628 0.170 -0.1024
C -0.629 3.776 0.549 -0.0146
N -1.909 3.432 0.933 0.0203
C -2.920 4.370 1.442 -0.0506
N -3.935 4.685 0.498 -0.0551
N -5.106 3.979 0.519 0.0560
N -5.851 4.376 -0.428 0.0966
C -5.191 5.371 -1.128 -0.2322
C -5.590 6.105 -2.248 0.0073
C -4.698 7.033 -2.733 -0.0605
C -3.442 7.237 -2.123 -0.0658
C -3.038 6.520 -1.019 -0.0180
C -3.947 5.577 -0.538 -0.1944
H -3.166 0.300 1.091 0.0169
H -4.051 1.566 0.192 0.0877
H -3.823 1.716 1.917 0.0986
H 0.976 2.472 -0.199 0.1163
H -0.268 4.788 0.589 0.1348
H -2.394 5.271 1.751 0.1504
H -3.408 3.931 2.309 0.1415
H -6.558 5.945 -2.701 0.1243
H -4.962 7.630 -3.595 0.1136
H -2.780 7.988 -2.533 0.1147
H -2.073 6.693 -0.560 0.1077